Record 1
Entry from the Open Molecules 2025 dataset: a 9-piece molecular cluster, C38H87FIN4O12 overall (ωB97M-V with the def2-TZVPD basis set).

Geometry as XYZ:
```
143
Properties=species:S:1:pos:R:3:mulliken_charge:R:1
C 5.325 3.032 1.535 -1.23
C 4.502 2.986 0.271 0.73
O 4.123 1.951 -0.232 -0.59
N 4.218 4.220 -0.288 -0.26
C 3.325 4.245 -1.444 -1.04
C 1.827 4.235 -1.078 0.02
C 1.232 2.829 -1.254 -1.09
C -0.277 2.745 -1.506 -0.42
N -1.295 2.087 -0.510 1.03
C -2.391 1.607 -1.451 -0.77
C -3.766 1.154 -0.933 -1.02
C -4.144 -0.279 -1.379 -1.10
C -4.650 -1.202 -0.251 -0.48
C -4.073 -2.635 -0.313 -0.79
N -3.212 -2.908 0.844 -0.18
C -1.910 3.121 0.378 -2.33
C -0.945 3.725 1.429 0.41
I -0.595 5.796 0.875 0.26
C -1.574 3.742 2.846 -0.90
C -0.527 3.586 3.930 0.43
O -0.493 2.753 4.741 -0.42
F 0.389 4.569 3.889 -0.23
O 0.277 3.042 1.439 -0.40
C 0.213 1.611 1.455 -1.59
C -0.667 0.939 0.349 1.67
C -1.720 -0.010 1.016 0.33
C -2.589 0.402 2.176 -1.05
O -2.422 -0.018 3.273 -0.29
N 0.139 0.173 -0.479 -0.10
C 0.060 -0.723 -1.380 0.25
C -0.355 -2.153 -1.126 -1.00
C 0.531 -0.428 -2.776 -0.82
H 4.658 3.119 2.400 0.27
H 6.014 3.878 1.542 0.36
H 5.877 2.097 1.627 0.35
H 3.982 4.903 0.423 0.30
H 3.574 3.377 -2.057 0.48
H 3.573 5.134 -2.032 0.31
H 1.759 4.501 -0.019 -0.12
H 1.274 4.977 -1.664 0.37
H 1.582 2.196 -0.453 -0.06
H 1.702 2.398 -2.146 0.83
H -0.442 2.226 -2.449 0.27
H -0.683 3.753 -1.650 0.72
H -2.538 2.465 -2.112 0.84
H -1.936 0.833 -2.074 0.23
H -4.506 1.852 -1.333 0.59
H -3.873 1.218 0.152 0.43
H -4.909 -0.214 -2.159 0.50
H -3.274 -0.748 -1.856 0.27
H -4.356 -0.792 0.722 0.21
H -5.742 -1.252 -0.281 0.64
H -3.460 -2.754 -1.213 0.21
H -4.887 -3.364 -0.406 0.36
H -2.433 -3.510 0.597 -0.13
H -3.718 -3.374 1.588 0.29
H -2.748 2.651 0.892 0.78
H -2.342 3.885 -0.268 0.83
H -2.308 2.946 2.985 0.17
H -2.089 4.689 3.031 0.75
H 1.242 1.291 1.293 0.77
H -0.094 1.265 2.448 0.17
H -2.363 -0.455 0.249 -0.82
H -1.110 -0.828 1.406 1.04
H -3.439 1.090 1.998 0.49
H 0.449 -2.845 -1.390 0.56
H -1.185 -2.392 -1.805 0.14
H -0.694 -2.320 -0.104 -0.07
H 1.325 -1.116 -3.086 0.67
H 0.904 0.592 -2.840 -0.35
H -0.307 -0.587 -3.466 0.30
C -0.053 -6.296 -4.300 -1.27
C 0.261 -6.166 -2.825 -0.28
O -0.565 -5.186 -2.179 -0.24
H 0.081 -5.339 -4.806 0.29
H 0.600 -7.032 -4.770 0.38
H -1.086 -6.617 -4.452 0.35
H 1.289 -5.839 -2.676 0.32
H 0.138 -7.128 -2.319 0.32
H -1.478 -5.469 -2.305 0.19
C 1.784 -5.489 0.825 -0.64
C 0.631 -5.926 1.703 -0.02
O -0.570 -5.225 1.361 -0.50
H 1.935 -4.411 0.912 0.17
H 2.715 -5.991 1.094 0.37
H 1.571 -5.711 -0.223 0.04
H 0.828 -5.694 2.748 -0.02
H 0.471 -7.003 1.630 0.23
H -0.772 -5.429 0.439 0.25
C 1.884 10.391 0.283 -1.19
C 1.310 8.991 0.355 -0.08
O -0.116 8.992 0.452 -0.49
H 1.584 10.969 1.157 0.29
H 2.973 10.362 0.240 0.34
H 1.524 10.913 -0.607 0.35
H 1.659 8.477 1.250 0.30
H 1.626 8.405 -0.516 0.23
H -0.471 9.438 -0.325 0.28
C 3.801 -9.292 2.547 -1.26
C 3.235 -8.252 3.495 -0.06
O 1.802 -8.259 3.495 -0.45
H 3.440 -9.124 1.531 0.28
H 4.891 -9.259 2.540 0.37
H 3.495 -10.296 2.849 0.36
H 3.528 -7.248 3.189 0.19
H 3.601 -8.407 4.511 0.34
H 1.526 -9.139 3.775 0.26
C 0.455 2.151 -7.089 -1.24
C 0.752 1.869 -5.634 -0.09
O -0.153 2.553 -4.760 -0.28
H 0.518 3.223 -7.278 0.25
H 1.153 1.640 -7.752 0.42
H -0.559 1.825 -7.330 0.31
H 1.752 2.209 -5.364 0.35
H 0.697 0.792 -5.437 0.14
H -1.050 2.287 -5.010 0.10
C 1.691 -4.347 6.018 -1.15
C 2.739 -5.293 5.465 0.00
O 2.653 -6.598 6.016 -0.55
H 1.777 -4.278 7.103 0.33
H 1.809 -3.348 5.593 0.31
H 0.684 -4.697 5.780 0.40
H 3.741 -4.939 5.709 0.38
H 2.659 -5.340 4.370 -0.06
H 1.789 -6.962 5.791 0.33
C -3.589 5.286 -6.501 -1.21
C -2.607 4.206 -6.906 0.02
O -2.872 2.973 -6.222 -0.49
H -3.545 5.453 -5.425 0.27
H -3.367 6.225 -7.009 0.35
H -4.611 4.998 -6.758 0.34
H -1.589 4.482 -6.633 0.19
H -2.634 4.039 -7.987 0.31
H -3.762 2.694 -6.462 0.25
C -0.034 -0.330 6.070 -0.66
C -0.471 -1.767 5.872 0.01
O -1.882 -1.911 5.979 -0.60
H -0.351 0.041 7.046 0.32
H 1.051 -0.225 5.995 0.32
H -0.493 0.301 5.312 -0.05
H -0.044 -2.423 6.631 0.31
H -0.136 -2.130 4.891 0.06
H -2.277 -1.345 5.306 0.36
```

Summary:
* E_HOMO: -11.2 eV
* gap between HOMO and LUMO: 9.06 eV
* net charge: +1

Record 2
Entry from the Open Molecules 2025 dataset: C23H25BrN3O2PSSe2V as an isolated structure (ωB97M-V with the def2-TZVPD basis set).

Geometry as XYZ:
```
59
Properties=species:S:1:pos:R:3:mulliken_charge:R:1
V 1.104 -0.032 0.800 0.41
Se -0.374 -1.821 1.022 -0.19
P -1.643 0.012 1.184 0.21
Se -0.288 1.689 1.647 -0.14
C -2.867 -0.214 2.484 1.14
C -3.509 0.930 2.959 -0.44
C -4.529 0.790 3.882 -0.75
C -4.895 -0.474 4.328 -0.50
C -4.240 -1.605 3.860 -0.74
C -3.218 -1.485 2.932 -0.18
C -2.512 0.227 -0.391 1.34
C -2.526 1.442 -1.066 -0.31
C -3.225 1.544 -2.259 -0.69
C -3.908 0.445 -2.761 -0.52
C -3.902 -0.763 -2.075 -0.72
C -3.205 -0.878 -0.885 -0.69
H -3.208 1.911 2.612 0.38
H -5.039 1.668 4.256 0.43
H -5.693 -0.581 5.051 0.43
H -4.520 -2.584 4.223 0.44
H -2.703 -2.366 2.572 0.32
H -1.996 2.297 -0.666 0.44
H -3.236 2.482 -2.798 0.46
H -4.454 0.532 -3.691 0.44
H -4.441 -1.616 -2.467 0.44
H -3.196 -1.818 -0.344 0.37
Br 0.073 -0.747 4.557 0.02
C 1.864 -0.324 4.152 0.34
C 2.784 -0.183 5.184 -0.64
C 4.079 0.191 4.876 -0.37
C 4.437 0.392 3.550 -0.77
C 3.466 0.191 2.596 1.01
N 2.194 -0.150 2.875 -0.15
C 3.718 0.327 1.121 0.05
O 4.628 0.902 0.618 -0.47
O 2.711 -0.267 0.456 -0.49
H 2.477 -0.365 6.204 0.45
H 4.802 0.329 5.668 0.46
H 5.436 0.682 3.254 0.52
C 0.212 -1.812 -2.793 -1.09
N 1.337 -1.014 -3.273 0.12
C 2.143 -1.675 -4.302 -1.26
C 1.642 0.163 -2.742 0.86
S 0.763 0.798 -1.346 -0.40
N 2.506 0.996 -3.321 0.09
C 2.673 1.077 -4.775 -1.25
C 3.189 2.060 -2.588 -0.72
H -0.015 -2.567 -3.542 0.51
H -0.674 -1.198 -2.642 0.39
H 0.465 -2.316 -1.862 0.21
H 2.241 -2.725 -4.033 0.48
H 3.139 -1.249 -4.360 0.39
H 1.657 -1.610 -5.276 0.38
H 1.835 0.608 -5.282 0.41
H 3.610 0.632 -5.110 0.36
H 2.686 2.131 -5.049 0.39
H 3.196 1.865 -1.523 0.02
H 2.723 3.030 -2.772 0.35
H 4.224 2.098 -2.928 0.40
```

Summary:
* E_HOMO (spin up / spin down): -14.5 / -14.6 eV
* <S²>: 0.77
* 2S+1: 2
* gap between HOMO and LUMO (spin up / spin down): 6.99 / 7.65 eV
* net charge: +2

Record 3
Entry from the Open Molecules 2025 dataset: C15H9AsBrN3OS4Tl as an isolated structure (ωB97M-V with the def2-TZVPD basis set).

Geometry as XYZ:
```
35
Properties=species:S:1:pos:R:3:mulliken_charge:R:1
Tl -1.708 0.311 -4.146 0.50
Br 0.700 2.875 5.127 -0.23
C 1.089 1.285 4.144 0.18
C 2.406 0.868 4.028 -0.46
C 2.684 -0.292 3.343 -0.17
C 1.657 -1.031 2.738 -0.02
C 0.332 -0.583 2.871 -0.05
C 0.051 0.568 3.572 -0.65
N 1.973 -2.259 2.216 -0.63
N 1.363 -2.859 1.312 -0.46
C 0.556 -2.357 0.362 -0.06
C -0.444 -3.241 -0.091 -0.27
C -1.450 -2.837 -0.917 -0.92
C -1.492 -1.528 -1.475 0.54
O -2.420 -1.139 -2.221 -0.81
C -0.341 -0.669 -1.188 0.17
N -0.256 0.467 -1.895 -0.37
C 0.769 1.270 -1.709 -0.26
C 1.823 0.953 -0.849 -0.85
C 1.785 -0.232 -0.151 -0.43
C 0.662 -1.068 -0.270 1.20
H 3.198 1.451 4.476 0.40
H 3.701 -0.637 3.238 0.47
H -0.472 -1.155 2.434 0.39
H -0.968 0.913 3.668 0.41
H -0.442 -4.240 0.321 0.41
H -2.250 -3.510 -1.186 0.38
H 0.760 2.188 -2.280 0.32
H 2.668 1.618 -0.767 0.40
H 2.629 -0.530 0.457 0.59
S -3.309 3.041 -7.142 -0.39
As -3.732 3.106 -5.033 0.60
S -1.858 3.324 -3.934 -0.46
S -4.588 1.205 -4.406 -0.24
S -5.075 4.723 -4.649 -0.20
```

Summary:
* E_HOMO (spin up / spin down): -4.5 / -4.5 eV
* gap between HOMO and LUMO (spin up / spin down): 3.90 / 3.78 eV
* net charge: -1

Record 4
Entry from the Open Molecules 2025 dataset: a 3-piece molecular cluster, C2H8O3 overall (ωB97M-V with the def2-TZVPD basis set).

Geometry as XYZ:
```
13
Properties=species:S:1:pos:R:3:mulliken_charge:R:1
C -0.957 1.014 -0.525 -0.81
C -1.096 -0.186 0.039 0.18
O -0.069 -0.806 0.711 -0.48
H -1.621 1.289 -1.337 0.21
H -0.319 1.837 -0.228 0.28
H -1.936 -0.835 -0.142 0.32
H 0.682 -0.229 0.599 0.30
H 0.444 -0.789 4.530 0.30
H 0.979 -0.909 3.035 0.35
O 1.186 -0.897 3.981 -0.65
H 0.910 0.911 -3.727 0.30
H 1.220 -0.530 -3.613 0.30
O 0.577 0.129 -3.322 -0.60
```

Summary:
* E_HOMO: -9.0 eV
* gap between HOMO and LUMO: 9.63 eV
* SMILES: C=CO.O.O

Record 5
Entry from the Open Molecules 2025 dataset: one molecule with the formula HN3O4 (ωB97M-V with the def2-TZVPD basis set).

Geometry as XYZ:
```
8
Properties=species:S:1:pos:R:3:mulliken_charge:R:1
N 0.506 -0.531 -0.182 -0.47
N -0.600 -0.511 -0.919 1.10
N 0.349 0.560 1.208 1.01
O -1.723 -0.584 -0.345 -0.57
O -0.365 0.188 2.007 -0.37
O -0.495 -0.382 -2.113 -0.56
O 1.037 1.455 0.991 -0.45
H 1.290 -0.196 -0.648 0.31
```

Summary:
* E_HOMO: -11.2 eV
* gap between HOMO and LUMO: 10.16 eV
* SMILES: O=[N+]([O-])N[N+](=O)[O-]